Record 1
C25H53BNO12S5 | the ωB97M-V functional and the def2-TZVPD basis

XYZ file:
```
97
Properties=species:S:1:pos:R:3:forces:R:3
O -3.14670 0.63160 0.56720 -0.0320 -0.2677 0.9657
B -2.10878 1.35898 0.10400 -0.0145 0.0793 -0.2005
O -1.47399 2.21745 0.97287 -0.1194 0.6446 -0.1761
C -1.63994 1.07000 -1.38302 -0.2232 0.4241 0.2249
C -1.83303 2.25122 -2.35329 0.7719 -0.3973 -0.0795
C -0.70670 3.27389 -2.24504 -0.2082 0.0555 0.0481
C 0.69947 2.66796 -2.35606 -0.4420 0.4910 -0.3997
N 0.71697 1.17385 -2.31750 0.4755 0.3107 0.4288
C -0.19378 0.55352 -1.31981 -0.7369 -0.6285 0.0759
H -3.26328 0.78347 1.52620 -0.1829 -0.0199 -0.5538
H -1.23976 3.06922 0.57435 0.2531 -0.4211 0.2664
H -2.26747 0.25849 -1.73578 -0.0620 -0.1784 -0.1335
H -2.79808 2.72008 -2.20579 -0.1503 0.1103 -0.0103
H -1.81677 1.85601 -3.36845 -0.1727 -0.0103 -0.2028
H -0.80620 3.99781 -3.04598 -0.0798 0.1734 -0.0906
H -0.79346 3.85164 -1.32910 0.0428 0.0067 0.2116
H 1.34891 3.07273 -1.59001 0.1775 -0.2726 0.2148
H 1.10646 2.95024 -3.31934 0.2884 -0.0724 -0.1212
H 0.53930 0.77490 -3.24740 -0.1488 -0.2486 0.0205
H 1.66487 0.89421 -2.06108 -0.0068 -0.1306 -0.2107
H -0.23632 -0.50141 -1.54978 0.2406 -0.2628 -0.1253
H 0.23384 0.61908 -0.32514 0.4173 0.4690 0.0276
C -0.41734 -0.54260 3.16489 -0.1189 -0.0417 -0.1304
C 0.06611 -1.94588 3.54779 0.0915 0.0746 -0.0094
C 1.52511 -2.05538 3.07990 -0.2476 -0.2456 0.0438
S 2.18121 -0.38092 3.09464 -0.1597 -0.0263 0.2696
O 2.47585 0.00716 1.72893 0.0567 0.0278 -0.0940
O 3.17581 -0.25783 4.12839 0.1377 0.0844 -0.2255
C 0.67316 0.42282 3.60051 -0.1667 0.0281 -0.0527
H -1.37036 -0.30463 3.63605 0.0142 0.0346 0.0214
H -0.54403 -0.47213 2.07882 -0.0751 -0.0521 0.0070
H 0.00409 -2.06631 4.63063 0.0274 0.0329 0.0064
H -0.54413 -2.72705 3.09688 -0.0065 -0.0024 0.0051
H 2.13297 -2.67562 3.73299 0.1047 0.0585 -0.0283
H 1.59310 -2.42082 2.05688 0.0637 0.0570 -0.0235
H 0.60684 1.39828 3.12332 0.1150 0.0071 -0.0044
H 0.69395 0.53323 4.68198 0.0349 0.0244 -0.0044
C 0.20235 -3.79957 -5.87767 0.1341 0.0472 0.0897
C 0.90897 -4.44533 -4.67851 -0.1023 -0.0170 -0.0404
C 1.09391 -3.35485 -3.61431 0.1960 -0.2281 -0.0497
S -0.24945 -2.19188 -3.86577 -0.0608 -0.7683 -0.1873
O 0.31529 -0.90924 -4.26303 -0.0627 0.3551 0.2638
O -1.17088 -2.25404 -2.75476 0.1118 0.4453 0.0396
C -0.95454 -2.99135 -5.29601 0.0287 -0.0182 -0.2988
H -0.15492 -4.54280 -6.58668 -0.0260 0.0017 -0.0007
H 0.89220 -3.13706 -6.40465 -0.0288 0.0062 -0.0297
H 0.28919 -5.24843 -4.27741 -0.0127 0.0118 0.0112
H 1.86602 -4.87980 -4.95861 0.0169 0.0117 0.0168
H 1.02824 -3.74581 -2.60193 -0.0386 0.1213 0.0528
H 2.02950 -2.81330 -3.74420 -0.0478 0.0776 -0.0192
H -1.34950 -2.23785 -5.97408 -0.0303 0.0723 0.0977
H -1.75786 -3.63586 -4.94004 -0.0161 0.0316 0.0743
C 0.23519 0.57954 10.27786 0.0784 -0.0718 -0.0594
C 1.64173 0.62699 9.66448 -0.0656 0.0305 0.0019
C 1.57234 -0.07820 8.30340 0.2656 0.0832 0.1886
S -0.11353 0.13252 7.72346 0.1072 0.0870 0.1980
O -0.74874 -1.15979 7.64820 -0.0298 0.0175 -0.2032
O -0.12732 1.01692 6.57873 -0.1464 -0.1084 -0.0372
C -0.72004 0.99838 9.16409 -0.0097 0.0634 0.2595
H 0.14731 1.23518 11.14200 -0.0092 0.0043 0.0034
H 0.00467 -0.43711 10.60231 -0.0307 0.0062 0.0051
H 1.94453 1.66636 9.52607 -0.0127 0.0040 -0.0124
H 2.38001 0.15498 10.30973 0.0109 -0.0066 -0.0072
H 2.25030 0.35425 7.57129 -0.0611 -0.0552 -0.0961
H 1.75510 -1.14740 8.38888 -0.0954 -0.0277 -0.0382
H -1.75548 0.71734 9.34063 -0.0137 -0.0376 -0.1197
H -0.65028 2.06608 8.95831 0.0024 -0.0048 -0.0545
C 3.37635 4.76677 -4.99290 0.0227 -0.0840 0.0398
C 4.03594 4.27268 -3.69629 0.0405 0.0630 -0.0678
C 5.43398 3.75644 -4.05874 -0.2372 -0.0871 0.2889
S 5.94560 4.68152 -5.51495 0.0631 0.1244 0.0116
O 6.05404 3.76448 -6.61846 0.0385 0.0057 0.0056
O 7.02031 5.56942 -5.16782 0.0386 -0.0773 -0.1028
C 4.42879 5.61585 -5.69738 -0.2839 0.0235 0.0491
H 2.47002 5.33998 -4.79686 0.0056 0.0152 -0.0082
H 3.10772 3.91452 -5.62251 0.0100 0.0205 -0.0313
H 4.11985 5.10195 -2.99145 0.0005 0.0062 -0.0044
H 3.44708 3.49161 -3.21431 0.0311 -0.0120 0.0302
H 6.15954 3.92214 -3.26704 0.0904 0.0048 -0.0728
H 5.42054 2.70309 -4.33140 0.0515 0.0185 -0.0969
H 4.23116 5.77209 -6.75470 0.1196 -0.0152 -0.0310
H 4.57133 6.57280 -5.19680 0.0443 0.0036 -0.0038
C -5.35861 -3.17245 0.49749 0.0890 -0.0173 -0.0910
C -4.63190 -2.22407 -0.46698 -0.0206 -0.1003 -0.0290
C -3.94847 -3.09130 -1.53167 0.0187 0.2940 0.1477
S -4.93200 -4.58743 -1.66895 -0.1136 0.1443 0.0230
O -4.13134 -5.70089 -1.22625 0.0098 -0.0608 -0.0944
O -5.59523 -4.61117 -2.94754 0.0867 -0.1455 -0.0391
C -6.10546 -4.17164 -0.38273 -0.0516 0.1216 0.2518
H -6.03848 -2.63723 1.15841 -0.0132 -0.0097 0.0012
H -4.63105 -3.69964 1.11861 -0.0206 -0.0202 0.0127
H -5.35793 -1.56047 -0.94132 -0.0170 -0.0092 0.0028
H -3.90329 -1.59801 0.04144 -0.0347 0.0249 0.0184
H -3.91351 -2.60863 -2.50479 0.0320 -0.1075 -0.0415
H -2.94470 -3.38549 -1.23225 -0.0433 -0.0814 -0.0354
H -6.40358 -5.07970 0.13539 0.0278 -0.0704 -0.0959
H -6.96885 -3.71337 -0.86368 0.0045 -0.0224 -0.0476
```
Positions in Å, forces in eV/Å.

Values from the calculation:
HOMO-LUMO gap ... 9.4 eV
M ... 730.8 g/mol
Strongest force on any atom ... 1.00 eV/A
LUMO level ... -2.65 eV
Charge ... +1
Electronic energy ... -3957.65271 Eh


Record 2
C25H53Br12N3O6 | the ωB97M-V functional and the def2-TZVPD basis

XYZ file:
```
99
Properties=species:S:1:pos:R:3:forces:R:3
C 2.06080 3.11749 -4.42360 -0.1751 0.2049 -0.5250
C 1.96169 4.16958 -3.31861 0.5209 -1.2546 0.1590
O 1.39805 5.30367 -3.94423 -0.3039 0.2406 -0.7382
C 1.35327 6.45113 -3.29160 0.1722 0.2899 0.7656
O 1.81666 6.65098 -2.19926 0.0903 0.1637 0.2057
O 0.70422 7.32983 -4.03847 -0.3019 -0.4778 -1.1245
C 0.61656 8.68721 -3.67917 0.4705 0.6375 1.0171
H 1.05592 2.88981 -4.78470 0.0120 -0.1823 0.0929
H 2.58254 2.18808 -4.19444 -0.1795 0.0655 0.5801
H 2.59113 3.50494 -5.29708 0.0249 0.2913 0.1581
H 2.93925 4.36083 -2.86940 -0.0526 0.3885 -0.1600
H 1.31080 3.82808 -2.50881 -0.0497 0.1122 -0.0607
H 0.17103 9.22916 -4.50673 -0.1279 -0.2317 -0.0571
H 1.59928 9.12060 -3.47181 0.0372 -0.1992 -0.1171
H 0.03314 8.82064 -2.76517 -0.1397 -0.0883 -0.1454
C 1.69419 4.47773 2.75653 0.0527 -0.3271 -0.2149
N 2.24627 3.24632 2.21813 0.5634 -0.0183 -0.3010
C 3.51813 3.34728 1.48992 -1.3730 1.4292 -0.1924
C 1.78505 2.04221 2.56572 -0.1696 0.2372 -0.7321
O 2.24396 0.98010 2.15404 0.3069 0.4086 0.9489
H 2.33774 4.84641 3.55694 -0.1284 0.2027 0.0398
H 0.68366 4.29885 3.11837 0.0537 -0.0412 0.1927
H 1.61856 5.21691 1.95977 0.1163 0.0637 0.0238
H 3.76161 2.41091 1.01777 0.3693 -0.2096 0.6114
H 3.38076 4.06250 0.67048 -0.1154 0.0034 -0.0026
H 4.21225 3.84652 2.16544 0.6434 -0.7041 -0.1012
H 0.87027 2.14281 3.16888 0.0284 -0.4246 0.1898
C -4.82304 0.94181 -0.82807 -0.0357 -0.2193 0.8131
N -5.75940 0.60503 -1.87420 -0.0405 0.1897 -0.6242
C -6.66622 -0.50003 -1.66021 -0.2115 -0.4335 0.7060
C -5.85844 1.40846 -2.96603 0.0843 0.1010 0.4038
O -6.71735 1.36196 -3.81287 -0.2119 -0.2298 -0.2970
H -5.18940 1.69439 -0.12089 -0.1777 0.2086 -0.2690
H -3.86331 1.27726 -1.21817 0.0001 -0.0425 -0.1401
H -4.66576 0.07307 -0.18501 0.2267 -0.1594 -0.3157
H -7.29307 -0.32901 -0.77985 0.0450 0.0912 0.0765
H -7.35469 -0.70976 -2.47282 0.3133 0.4526 -0.3713
H -6.08867 -1.40663 -1.46502 0.0191 -0.0108 -0.0208
H -5.04914 2.15712 -2.99713 0.0678 0.0324 0.0233
C 2.01910 -7.31035 0.47120 0.4225 -0.8764 -0.3442
N 1.52984 -6.27849 1.34000 0.5640 0.2943 -0.1352
C 1.92627 -4.93117 0.99732 -0.7828 0.0671 -0.9878
C 0.86611 -6.54474 2.47568 -0.2413 -0.3935 0.9304
O 0.57379 -7.64197 2.91345 0.0733 -0.0586 -0.4038
H 3.10376 -7.28304 0.31651 0.0012 0.4984 0.1703
H 1.56824 -7.23565 -0.52141 -0.1333 -0.0017 0.0518
H 1.85505 -8.30784 0.87563 -0.4703 0.1808 0.1497
H 1.23599 -4.21642 1.44299 0.5216 0.0072 0.5058
H 2.98609 -4.73244 1.15060 -0.0282 0.1165 0.4376
H 1.73739 -4.77318 -0.07239 0.1269 -0.1837 -0.0182
H 0.59579 -5.65514 3.07178 0.0953 0.2776 -0.3392
Br 3.27540 -1.21847 -1.36925 0.0152 0.0791 0.0604
C 4.41334 -0.33130 -0.04648 0.0489 0.0276 -0.0778
C 5.18845 0.79067 -0.71840 -0.2163 -0.7712 -0.3546
Br 6.32082 1.63358 0.62265 0.0649 -0.0377 -0.3549
H 5.05342 -1.12705 0.31857 0.1583 0.1429 0.0840
H 3.77788 0.03430 0.75702 -0.0682 -0.0315 -0.0867
H 4.51852 1.48452 -1.22345 0.0179 0.3737 0.4892
H 5.82271 0.39642 -1.50928 0.2453 -0.0193 0.2163
Br 0.97500 -0.88670 -5.73242 0.0271 0.2199 0.1360
C -0.71816 -0.44012 -4.87624 -0.1288 -0.3326 -0.2620
C -1.18204 -1.65840 -4.13759 -0.5758 -0.6333 0.1148
Br -2.86503 -1.20302 -3.21751 0.2166 -0.0939 0.0174
H -1.41913 -0.25213 -5.68482 0.0728 0.2261 0.0158
H -0.62212 0.43059 -4.23791 0.2813 -0.0147 -0.0559
H -0.51202 -2.10743 -3.40853 0.1600 0.5152 0.1499
H -1.43959 -2.46400 -4.82233 -0.0698 0.1312 -0.0773
Br -0.14728 -1.90223 1.58331 -0.0664 0.4933 0.1100
C 0.19059 -0.11130 0.87296 -0.2496 -0.0435 -1.0461
C -0.56921 0.00398 -0.43959 0.2232 -0.4647 -0.2432
Br 0.37645 1.18607 -1.69683 -0.3615 0.2710 0.3838
H 1.25725 0.00868 0.71543 -0.2554 -0.4143 0.0735
H -0.14337 0.61429 1.60255 -0.0740 -0.1677 0.1219
H -1.60447 0.31005 -0.32045 0.0535 0.2811 -0.0883
H -0.56801 -0.92617 -0.99903 -0.0089 -0.1224 0.1980
Br 3.68739 -2.95646 4.39006 -0.3075 0.2936 0.0089
C 2.34794 -1.51359 4.05777 0.4632 -0.9327 0.5592
C 1.48047 -1.42983 5.27429 -0.2863 -0.0129 0.4177
Br 0.17719 0.02891 5.13636 0.9909 0.6694 0.0842
H 1.78736 -1.90963 3.22170 0.2560 0.6067 -0.2302
H 2.94637 -0.62768 3.91056 -0.2067 0.1057 -0.4449
H 2.03296 -1.21862 6.18389 0.0240 -0.0755 -0.0261
H 0.84579 -2.30036 5.40495 0.2088 -0.1657 0.0357
Br -2.80715 0.73248 2.48116 -0.3827 0.1076 0.5149
C -3.33317 0.23661 4.34519 0.1418 -0.4773 -0.9574
C -2.74356 -1.12463 4.58396 0.1740 -0.3423 0.7118
Br -3.35939 -1.69879 6.36604 0.1311 0.0339 -0.1861
H -4.41655 0.22506 4.39342 0.0060 0.1844 -0.1276
H -2.90597 1.00142 4.98084 0.0017 0.0034 0.1051
H -1.65900 -1.06769 4.65330 -0.6744 -0.2388 -0.1097
H -3.00206 -1.92970 3.90644 -0.4512 0.2754 -0.2310
Br -1.13664 -5.83887 -0.91610 -0.0744 -0.0045 -0.1283
C -2.03061 -4.19684 -0.37459 0.1373 -0.1251 0.8804
C -3.40418 -4.54690 0.16957 0.2528 0.3395 -1.3647
Br -4.30499 -2.87767 0.65007 0.1373 -0.2211 0.2722
H -2.04614 -3.52636 -1.22717 -0.1681 -0.0150 -0.0219
H -1.41858 -3.77723 0.42088 -0.0341 -0.0353 -0.3182
H -3.35170 -5.24874 0.99230 -0.1784 0.1727 0.1920
H -3.98088 -4.93356 -0.66725 -0.2448 -0.2485 0.3254
```
Positions in Å, forces in eV/Å.

Values from the calculation:
HOMO-LUMO gap ... 9.3 eV
M ... 1450.6 g/mol
Strongest force on any atom ... 1.99 eV/A
SMILES string ... CCOC(=O)OC.CN(C)C=O.CN(C)C=O.CN(C)C=O.BrCCBr.BrCCBr.BrCCBr.BrCCBr.BrCCBr.BrCCBr
LUMO level ... 0.05 eV
Energy relative to the best compared isomer or geometry (same formula, charge and spin) ... 0.0 kcal per mole
Electronic energy ... -32488.26293 Eh